## a
Entry from the Open Molecules 2025 dataset: a 2-piece molecular cluster, C4H12N2 overall (wB97M-V/def2-TZVPD).

Geometry (Å):
C -1.9024 0.3379 0.8844
H 2.1782 -1.6933 -0.1537
H -2.7810 0.5220 0.2887
H -0.5373 0.8806 -0.5897
C 2.2856 -0.6505 -0.4757
H -2.9656 1.5579 2.3387
C 2.0806 -1.3060 -2.8830
H 3.3003 -0.3514 -0.2233
H 1.5694 0.0492 -0.0292
N 2.0689 -0.5894 -1.8878
H 2.3812 -2.3649 -2.8572
H -1.0741 2.1317 0.2761
H 1.7891 -1.0087 -3.8900
C -2.1993 0.7850 2.3180
N -0.8045 1.1521 0.3528
H -1.2922 1.2787 2.6831
H -1.6593 -0.7227 0.8283
H -2.4375 -0.0082 3.0195

Summary:
LUMO energy (alpha / beta) (eV): -5.10 / -8.51
Total charge: +1
2S+1: 2
Orbital gap (alpha / beta) (Ha): 0.2756 / 0.1432

=====

## b
Entry from the Open Molecules 2025 dataset: an isolated ion of composition C4H12N2 and charge +1 (wB97M-V/def2-TZVPD).

Geometry (Å):
C -1.0223 -1.6605 0.0499
C -0.1766 -0.2521 -0.0413
H 1.7745 1.1069 2.6592
N -0.4464 0.8332 -2.3064
H -1.6285 -1.6769 0.9564
H 1.4041 -0.8160 1.3597
C 0.9532 1.0719 1.9560
H -0.8012 0.6754 0.1890
H -1.7654 -1.4435 -0.6736
H -0.0781 0.9508 2.5963
N 0.9929 0.0392 0.8766
H 1.0597 2.1096 1.5939
H -0.5080 1.8605 -1.9753
H 1.3160 0.2577 -1.2253
H -0.5961 -2.6543 -0.0689
H -1.4901 0.6049 -2.4222
H 0.6243 -0.9230 -2.0305
C 0.3879 -0.0837 -1.4934

Summary:
LUMO energy (alpha / beta) (eV): -2.90 / -8.04
Total charge: +1
2S+1: 2
Orbital gap (alpha / beta) (Ha): 0.4123 / 0.1979

=====

Result of the stability comparison: a is the most stable of them.